Formula: C2H6NP
Source: the Open Molecules 2025 dataset
Level of theory: ωB97M-V with the def2-TZVPD basis set

```
10
Properties=species:S:1:pos:R:3:forces:R:3:lowdin_charge:R:1
C -0.450 0.846 0.976 2.272 -2.232 -0.860 -0.15
C 1.022 -0.532 0.080 -4.667 3.682 -0.792 -0.35
N -1.048 1.565 0.180 1.974 -1.321 -1.281 0.04
P -0.279 -1.360 -0.882 -1.847 1.471 3.015 0.72
H -0.602 0.642 2.043 -0.010 0.077 -0.192 0.07
H 1.676 0.146 -0.376 0.572 1.064 -1.179 0.00
H 1.544 -0.940 0.818 1.485 -2.303 3.428 -0.05
H -1.845 2.047 0.443 -1.849 1.334 1.096 0.02
H 0.466 -2.151 -1.579 2.008 -1.840 -2.474 -0.19
H -0.485 -0.263 -1.702 0.062 0.069 -0.762 -0.11
```
Positions in Å, forces in eV/Å.

Results
HOMO = -0.30763 hartree
net charge = 0
strongest force on any atom = 0.1166 Eh/bohr


Formula: C2H6NP
Source: the Open Molecules 2025 dataset
Level of theory: ωB97M-V with the def2-TZVPD basis set

```
10
Properties=species:S:1:pos:R:3:forces:R:3:lowdin_charge:R:1
C 0.001 -1.603 0.214 -0.210 0.992 0.537 -0.39
C -1.075 0.706 0.260 -2.020 -2.022 -1.286 -0.04
N -0.213 -0.198 0.510 1.326 1.343 0.462 -0.61
P 1.120 -0.675 1.352 1.076 -0.333 0.822 0.78
H -0.904 -2.071 0.532 -0.118 -1.339 -0.070 0.06
H 0.477 -1.736 -0.734 -0.573 -0.551 -0.738 0.04
H 1.508 1.749 -0.922 1.635 0.316 -2.050 -0.01
H -0.929 1.730 0.473 0.055 0.730 0.514 0.06
H -2.012 0.238 -0.113 0.466 1.197 -0.236 0.09
H 2.025 1.860 -1.573 -1.636 -0.333 2.043 0.03
```
Positions in Å, forces in eV/Å.

Results
HOMO (alpha / beta) = -0.25753 / -0.25751 hartree
net charge = 0
strongest force on any atom = 0.0610 Eh/bohr